Entry 1:
ORCA calculation (wB97M-V/def2-TZVPD) on a structure of composition C27H37ClN7O9SV.

Geometry as XYZ:
```
83
Properties=species:S:1:pos:R:3:mulliken_charge:R:1
V 3.00038 0.44640 1.26065 1.120
O 4.34769 3.83417 -1.42989 -0.545
C 4.00357 2.66375 -0.85138 0.440
O 4.06075 2.48259 0.33069 -0.294
C 3.57818 1.66400 -1.89852 -0.644
O 3.08972 0.48039 -1.32200 -0.409
C 1.71564 0.26165 -1.64122 -1.260
C 0.84344 1.13185 -0.72537 1.138
O -0.31354 1.39123 -1.06335 -0.759
O 1.45220 1.53777 0.31292 -0.396
H 4.63550 4.42010 -0.71405 0.388
H 2.82823 2.16262 -2.51879 0.403
H 4.44290 1.44062 -2.53077 0.477
H 1.52379 0.45152 -2.69800 0.491
H 1.48569 -0.77560 -1.40129 0.344
O 2.42300 -0.03879 2.66804 -0.572
C 0.54823 2.18507 3.38588 -0.445
C 1.83860 2.95450 3.35726 0.542
N 1.85459 4.08344 4.13447 -0.451
O 2.84142 2.65955 2.72929 -0.524
H -0.21163 2.68549 3.98832 0.424
H 0.75361 1.18443 3.76201 0.147
H 0.21494 2.06421 2.35738 -0.221
H 1.10906 4.28242 4.77373 0.183
H 2.73302 4.56063 4.23953 0.247
C 8.26090 -3.06747 3.93504 -1.152
C 7.32731 -2.80984 2.78629 0.885
C 6.96317 -3.80725 1.89575 -0.622
C 6.11994 -3.42039 0.86452 -0.223
N 5.66304 -2.19093 0.72436 -0.418
C 6.01741 -1.29516 1.66850 0.503
S 5.46873 0.35603 1.51554 -0.551
N 6.86206 -1.56959 2.67627 -0.542
H 8.59482 -4.10496 3.95809 0.328
H 7.76071 -2.83132 4.87468 0.272
H 9.12998 -2.41322 3.85754 0.278
H 7.32282 -4.82282 1.99103 0.315
H 5.80257 -4.13746 0.11101 0.388
O 2.61862 -2.33968 1.01673 -0.463
N 2.88373 -1.27520 0.58418 0.161
C -2.89580 -2.63462 -1.79244 -1.797
C -4.38182 -2.35344 -1.50631 2.104
C -5.10517 -2.08804 -2.83544 -1.830
C -4.96366 -3.63537 -0.89828 -1.980
C -4.62630 -1.15522 -0.53537 2.303
O -6.01420 -1.15233 -0.13406 -0.717
C -4.36894 0.25419 -1.11719 -1.237
C -3.08915 0.61262 -1.88669 0.258
C -3.08158 2.09073 -2.18372 -0.434
C -3.89524 2.61467 -3.18445 -0.110
C -3.94058 3.97703 -3.43796 -0.992
C -3.15438 4.82387 -2.67557 0.465
Cl -3.20193 6.54162 -2.98346 -0.253
C -2.32414 4.33050 -1.68489 -1.142
C -2.29054 2.96408 -1.44479 0.360
C -3.98605 -1.31884 0.85494 -2.882
N -2.55148 -1.44206 0.94856 1.204
C -1.61383 -0.48639 1.03461 -0.310
N -0.43035 -1.01065 1.23993 -0.171
C -0.70028 -2.33933 1.29769 -0.540
N -1.97192 -2.65278 1.15286 -1.042
H -2.82908 -3.30876 -2.65042 0.549
H -2.42049 -3.13167 -0.94886 0.467
H -2.31415 -1.74932 -2.02496 0.128
H -5.01120 -2.96636 -3.47659 0.527
H -4.68163 -1.24130 -3.37656 0.267
H -6.17502 -1.91069 -2.69537 0.339
H -4.82261 -4.45874 -1.60253 0.467
H -6.02845 -3.53689 -0.68886 0.341
H -4.44498 -3.90469 0.02298 0.382
H -6.53427 -0.80273 -0.86365 0.549
H -4.46888 0.94937 -0.27731 0.174
H -5.21348 0.48574 -1.77765 0.605
H -3.05564 0.07072 -2.83203 0.383
H -2.18149 0.35757 -1.34093 0.023
H -4.50464 1.94513 -3.78272 0.390
H -4.57165 4.38025 -4.21821 0.402
H -1.70100 5.00656 -1.11546 0.458
H -1.60615 2.56012 -0.70748 0.181
H -4.40534 -2.20259 1.32891 0.441
H -4.29780 -0.45377 1.44145 0.497
H -1.80173 0.57000 0.93205 0.616
H 0.06226 -3.08294 1.46115 0.571
```

Calculated values
Kohn-Sham gap (alpha / beta), eV: 6.47 / 6.12
⟨S²⟩: 0.793
Total charge: -1
Multiplicity: 2
E_HOMO (alpha / beta), eV: -4.242 / -3.893



Entry 2:
ORCA calculation (wB97M-V/def2-TZVPD) on a structure of composition C27H37ClN7O9SV.

Geometry as XYZ:
```
83
Properties=species:S:1:pos:R:3:mulliken_charge:R:1
V 0.12837 -0.02571 -0.05429 0.949
O 3.73971 0.62778 -2.29713 -0.595
C 2.36730 0.49433 -2.27285 -0.055
O 1.73937 -0.55923 -1.37309 0.356
C 1.46775 1.72233 -2.40684 -0.859
O 0.18129 1.47134 -1.95466 -0.486
C -0.06757 2.05723 -0.28172 -1.031
C 2.02961 1.69444 0.82064 0.752
O 2.79036 2.62329 0.83095 -0.687
O 2.01360 0.45458 1.04095 -0.497
H 4.16345 -0.09026 -1.81643 0.357
H 1.46155 1.90783 -3.48717 0.419
H 1.87727 2.58724 -1.86643 0.352
H -0.95338 1.35378 0.23822 0.649
H -0.47317 3.07480 -0.26082 0.478
O -1.49254 -0.05527 0.81482 -0.865
C 2.13280 -1.86843 -1.73074 -1.175
C 0.88021 -2.69166 -1.62296 0.466
N 0.79226 -3.87922 -2.24841 -0.393
O -0.01924 -2.23150 -0.94308 -0.095
H 2.82975 -2.08148 -2.53967 0.501
H 2.68506 -2.14645 -0.80648 0.373
H 2.12484 -0.11865 -3.15794 0.452
H 1.53056 -4.23856 -2.82367 0.194
H -0.05980 -4.41014 -2.14267 0.210
C -6.99907 -1.57561 -2.99124 -1.070
C -6.16196 -0.35997 -2.71216 0.842
C -6.61409 0.92624 -2.97308 -0.779
C -5.73777 1.95728 -2.66659 -0.178
N -4.53585 1.76288 -2.15224 -0.501
C -4.16874 0.48313 -1.93240 -0.311
S -2.58025 0.17215 -1.28993 0.038
N -4.95703 -0.57866 -2.19943 -0.245
H -7.97119 -1.30549 -3.40384 0.362
H -7.14893 -2.14184 -2.07146 0.268
H -6.48229 -2.22795 -3.69587 0.159
H -7.59425 1.11386 -3.38931 0.344
H -6.01997 2.99236 -2.84120 0.388
O 0.42009 3.51117 1.57094 -0.768
N 0.45160 2.34929 1.14051 0.695
C 0.89370 -5.34356 3.95653 -1.832
C -0.48081 -5.68942 4.55091 2.081
C -0.90447 -7.07740 4.04407 -1.819
C -0.27989 -5.80431 6.06967 -1.910
C -1.60006 -4.65417 4.23535 2.037
O -2.73293 -4.93857 5.08125 -0.713
C -2.15190 -4.68647 2.78645 -1.296
C -1.22445 -4.62485 1.55932 -0.257
C -2.03003 -4.60336 0.28182 -0.390
C -2.22104 -5.76871 -0.45432 -0.141
C -2.96101 -5.76138 -1.63001 -0.939
C -3.51230 -4.56691 -2.06370 0.319
Cl -4.43735 -4.55755 -3.54630 -0.265
C -3.34060 -3.38857 -1.35699 -0.817
C -2.59799 -3.41765 -0.18492 0.195
C -1.32152 -3.19720 4.67112 -2.747
N -0.41788 -2.44160 3.84069 1.261
C -0.77044 -1.67389 2.80466 -0.488
N 0.28521 -1.09615 2.29339 0.201
C 1.29214 -1.49482 3.11128 -0.574
N 0.91112 -2.30249 4.08116 -1.118
H 1.50123 -6.25170 3.92655 0.532
H 1.41281 -4.61366 4.57354 0.426
H 0.85432 -4.93386 2.94975 0.163
H -0.14701 -7.80880 4.33110 0.533
H -1.00364 -7.11393 2.95867 0.296
H -1.84869 -7.41419 4.48149 0.375
H 0.50490 -6.53864 6.26651 0.445
H -1.18582 -6.12334 6.58230 0.353
H 0.04528 -4.85807 6.50336 0.395
H -3.07618 -5.80463 4.84037 0.551
H -2.87290 -3.86655 2.72037 0.277
H -2.74806 -5.60028 2.68859 0.598
H -0.56947 -5.49904 1.54306 0.805
H -0.57509 -3.74970 1.58622 -0.106
H -1.78148 -6.69946 -0.10905 0.364
H -3.10752 -6.66683 -2.20404 0.415
H -3.76002 -2.45201 -1.71022 0.521
H -2.44570 -2.47975 0.34305 0.191
H -0.99837 -3.14204 5.70805 0.357
H -2.28850 -2.69781 4.61612 0.533
H -1.77438 -1.55137 2.43023 0.580
H 2.31042 -1.16999 2.97980 0.593
```

Calculated values
Kohn-Sham gap (alpha / beta), eV: 5.11 / 4.95
⟨S²⟩: 3.867
Total charge: -1
Multiplicity: 4
E_HOMO (alpha / beta), eV: -3.288 / -3.163



Ordered strongest force on any atom results: 1.56; 4.89; unit eV/Å.
Ordered energy relative to the best compared isomer or geometry (same formula, charge and spin) results: 0.0; 144.7; unit kcal per mole.
Ordered energy results: -3914.02009; -3913.64870; unit hartree.